ORCA calculation (ωB97M-V/def2-TZVPD) on a molecular structure, C22H58FeN5O7 in a non-equilibrium geometry.

Positions of all 93 atoms, in Å:
Fe 9.647 19.923 -8.857
C 9.064 21.180 -3.887
C 9.278 20.814 -5.323
O 9.817 21.595 -6.150
O 8.859 19.739 -5.826
H 9.539 20.425 -3.262
H 7.998 21.203 -3.662
H 9.533 22.143 -3.684
C 0.747 17.292 -6.696
C 1.826 18.439 -6.751
C 3.026 18.150 -7.654
O 3.651 16.899 -7.477
C 4.476 16.652 -6.305
N 1.135 19.649 -7.181
H 0.295 16.916 -7.614
H -0.113 17.536 -6.073
H 1.115 16.387 -6.212
H 2.213 18.641 -5.752
H 3.776 18.931 -7.525
H 2.685 18.176 -8.689
H 3.860 16.778 -5.414
H 5.295 17.357 -6.446
H 4.945 15.669 -6.301
H 0.730 19.521 -8.097
H 1.822 20.367 -7.362
C 2.422 24.725 -7.624
C 3.798 24.056 -7.610
C 4.276 23.611 -6.241
O 4.366 24.775 -5.429
C 4.900 24.596 -4.124
N 3.659 22.967 -8.528
H 1.600 24.059 -7.362
H 2.190 25.102 -8.620
H 2.299 25.525 -6.893
H 4.610 24.561 -8.133
H 5.096 22.894 -6.287
H 3.465 23.032 -5.798
H 5.000 25.594 -3.696
H 5.917 24.210 -4.190
H 4.231 23.942 -3.565
H 3.340 23.212 -9.455
H 4.442 22.349 -8.681
C 16.329 23.637 -6.478
C 15.382 22.421 -6.618
C 14.921 21.691 -5.298
O 14.332 20.391 -5.476
C 13.901 19.909 -4.235
N 14.157 22.884 -7.273
H 15.793 24.460 -6.005
H 16.656 23.964 -7.465
H 17.157 23.309 -5.849
H 15.896 21.577 -7.078
H 14.205 22.293 -4.740
H 15.813 21.462 -4.714
H 13.467 20.672 -3.589
H 14.710 19.432 -3.683
H 13.157 19.129 -4.398
H 13.826 23.683 -6.751
H 13.361 22.267 -7.188
C 8.340 21.714 1.235
C 7.112 21.033 1.782
C 6.517 19.990 0.846
O 5.873 20.548 -0.351
C 5.310 19.514 -1.205
N 7.438 20.403 3.050
H 8.015 22.346 0.409
H 9.087 21.022 0.845
H 8.775 22.491 1.863
H 6.331 21.779 1.924
H 5.744 19.432 1.374
H 7.340 19.339 0.550
H 4.557 19.070 -0.555
H 6.070 18.757 -1.397
H 4.860 19.830 -2.146
H 6.578 19.949 3.321
H 7.667 21.113 3.730
C 9.814 27.407 -8.984
C 10.323 26.445 -7.936
C 11.267 27.075 -6.935
O 11.978 26.177 -6.163
C 11.395 25.934 -4.867
N 9.167 25.760 -7.365
H 8.812 27.164 -9.336
H 10.501 27.574 -9.814
H 9.494 28.307 -8.459
H 10.804 25.628 -8.475
H 10.704 27.830 -6.386
H 12.004 27.637 -7.508
H 10.307 25.914 -4.809
H 11.620 26.824 -4.279
H 11.856 25.086 -4.360
H 8.643 25.269 -8.075
H 9.498 24.968 -6.832

The calculation puts the HOMO-LUMO gap (spin up / spin down) at 0.1622 / 0.1293 Ha. Its HOMO energy (spin up / spin down) is -10.75 / -10.75 eV. The total charge is +1. The total energy comes out at -79907.645 eV. Its spin multiplicity is 5. Its expectation value of S² is 6.02.



ORCA calculation (ωB97M-V/def2-TZVPD) on 2 unconnected molecules or ions with the total composition C4H4ClN3O2 in a non-equilibrium geometry.

Positions of all 14 atoms, in Å:
C -0.642 1.779 -0.269
C 1.092 -0.052 0.438
C -1.489 -0.580 0.424
C -0.359 0.438 -0.002
N -0.766 2.898 -0.532
N 1.999 0.940 0.324
N -1.449 -1.798 -0.122
O 1.324 -1.141 0.852
O -2.315 -0.303 1.252
Cl 0.487 -0.334 -2.309
H 1.973 1.964 -0.007
H 2.917 0.634 0.758
H -0.675 -1.841 -0.737
H -2.098 -2.603 -0.070

The calculation puts the HOMO-LUMO gap (spin up / spin down) at 0.2664 / 0.2662 Ha. Its HOMO energy (spin up / spin down) is -10.76 / -10.75 eV. The total charge is 0. The total energy comes out at -25298.290 eV.



ORCA calculation (ωB97M-V/def2-TZVPD) on 4 unconnected molecules or ions with the total composition C6H20O3 in a non-equilibrium geometry.

Positions of all 29 atoms, in Å:
C 0.390 -1.483 -1.909
C 0.514 0.067 -1.894
C 1.265 0.644 -0.666
C 0.385 1.567 0.218
C -0.207 0.883 1.489
C 1.121 2.852 0.577
H -0.603 -1.796 -2.233
H 1.096 -1.933 -2.604
H 0.630 -1.936 -0.947
H -0.484 0.494 -1.988
H 0.976 0.357 -2.845
H 2.108 1.228 -1.041
H 1.728 -0.144 -0.064
H -0.475 1.813 -0.400
H -1.228 0.570 1.271
H -0.289 1.671 2.232
H 0.443 0.059 1.790
H 0.566 3.473 1.289
H 2.108 2.637 1.006
H 1.284 3.471 -0.306
H -2.188 -0.138 -0.811
H -3.189 -0.342 -1.912
O -3.139 -0.043 -0.991
H -2.035 -1.497 2.416
H -1.815 -2.788 1.467
O -1.675 -2.382 2.325
H 1.330 -2.238 0.858
H 0.212 -2.472 1.919
O 1.169 -2.593 1.753

The calculation puts the HOMO-LUMO gap at 0.4210 Ha. Its HOMO energy is -11.00 eV. The total charge is 0. The total energy comes out at -12688.557 eV. Its structure (SMILES) is CCCC(C)C.O.O.O.



ORCA calculation (ωB97M-V/def2-TZVPD) on a gas-phase ion, C10H11N2 (charge +1) in a non-equilibrium geometry.

Positions of all 23 atoms, in Å:
C -3.235 -0.575 -0.327
C -2.856 -0.375 1.000
C -2.243 -0.464 -1.269
C -1.524 -0.185 1.354
C -0.864 -0.300 -0.952
C -0.450 -0.147 0.385
C 2.303 -1.583 0.188
C 2.697 -0.337 -0.472
C 0.977 0.065 0.924
C 1.783 2.011 -0.485
N 1.366 -1.376 1.038
N 1.901 0.613 -0.046
H -4.230 -0.612 -0.701
H -3.566 -0.521 1.847
H -2.368 -0.598 -2.303
H -1.495 0.050 2.526
H -0.326 -0.197 -1.857
H 2.911 -2.439 0.271
H 3.405 -0.302 -1.292
H 0.805 0.453 1.967
H 2.690 2.328 -0.915
H 1.311 2.425 0.354
H 1.008 2.064 -1.236

The calculation puts the HOMO-LUMO gap (spin up / spin down) at 0.2344 / 0.2016 Ha. Its HOMO energy (spin up / spin down) is -10.30 / -13.78 eV. The total charge is +1. The total energy comes out at -13516.750 eV. Its spin multiplicity is 3. Its expectation value of S² is 2.03.



ORCA calculation (ωB97M-V/def2-TZVPD) on a single C3H7ClN2 molecule in a non-equilibrium geometry.

Positions of all 13 atoms, in Å:
C -1.054 2.445 -0.604
C 0.855 -0.497 -1.255
C -0.501 -0.179 0.889
N -0.625 1.269 -1.083
N -0.170 0.179 -0.488
Cl -1.421 3.570 -1.754
H -1.523 2.627 0.390
H 0.592 -0.177 -2.272
H 1.978 -0.235 -1.009
H 0.728 -1.632 -1.259
H -0.335 0.643 1.553
H -1.583 -0.319 0.785
H -0.037 -1.125 1.117

The calculation puts the HOMO-LUMO gap at 0.3241 Ha. Its HOMO energy is -7.89 eV. The total charge is 0. The total energy comes out at -18724.536 eV. Its structure (SMILES) is CN(C)/N=C/Cl.



ORCA calculation (ωB97M-V/def2-TZVPD) on a molecular structure, C10H14ClN7O2S2V in a non-equilibrium geometry.

Positions of all 37 atoms, in Å:
V 0.874 -0.012 -0.035
N 2.252 -3.607 1.728
C 1.888 -2.325 1.511
S 2.819 -1.405 0.369
N 0.878 -1.891 2.257
N 0.583 -0.630 1.882
C 0.090 0.222 2.707
C 0.136 1.603 2.258
C -0.323 2.654 3.056
C -0.139 3.954 2.638
C 0.496 4.181 1.419
C 0.907 3.094 0.676
N 0.746 1.829 1.075
H 3.082 -3.969 1.301
H 1.807 -4.116 2.472
H -0.221 -0.048 3.711
H -0.810 2.431 3.996
H -0.480 4.781 3.245
H 0.675 5.181 1.050
H 1.381 3.207 -0.291
N -1.210 0.558 -0.704
N -1.348 0.550 -2.103
C -0.269 0.636 -2.904
N -0.502 0.486 -4.218
S 1.278 1.011 -2.351
H -1.627 -0.309 -0.365
H -1.680 1.373 -0.324
H -2.209 0.153 -2.450
H -1.346 0.028 -4.524
H 0.313 0.316 -4.783
Cl -3.053 -2.383 -1.312
C -1.561 -3.313 -1.751
C -0.350 -2.373 -1.855
O 0.246 -2.324 -2.925
O -0.117 -1.710 -0.798
H -1.776 -3.788 -2.702
H -1.428 -4.043 -0.958

The calculation puts the HOMO-LUMO gap (spin up / spin down) at 0.2412 / 0.2671 Ha. Its HOMO energy (spin up / spin down) is -6.65 / -7.72 eV. The total charge is 0. The total energy comes out at -85005.902 eV. Its spin multiplicity is 4. Its expectation value of S² is 3.77.



Question: Which value of total charge does entry 4 give?
Answer: +1